{"formula": "C15H21Cl2IrNOS2Si", "method": "ωB97M-V with the def2-TZVPD basis set", "lumo_ev": [-4.31, -4.31], "total_energy_ha": -2824.4932, "charge": 1, "e_above_lowest_kj_mol": 0.0, "homo_energy_ev": [-10.9, -10.9], "elements": ["H", "C", "H", "H", "H", "H", "C", "H", "C", "C", "H", "H", "Si", "H", "C", "C", "H", "H", "C", "C", "H", "N", "H", "H", "H", "C", "H", "C", "H", "C", "Ir", "S", "C", "S", "H", "C", "Cl", "H", "C", "O", "C", "Cl", "H", "H"], "positions_angstrom": [[-0.269, 0.903, 4.011], [1.091, 3.518, -1.177], [-3.928, -3.278, 1.433], [-0.847, 3.020, -2.043], [3.044, -0.738, -1.698], [-3.045, -0.014, 4.586], [0.050, -0.142, 3.973], [0.946, -0.204, 3.350], [0.472, -0.168, -2.088], [-2.789, -1.064, 4.430], [1.012, 4.596, -1.031], [2.442, 3.498, 0.541], [-1.305, -1.237, 3.338], [4.438, 0.608, -5.518], [-3.820, -3.098, 0.371], [3.629, 0.457, -4.817], [-0.068, -3.199, 4.171], [0.278, 0.876, -4.545], [2.852, -0.298, -2.669], [-0.454, -0.309, -1.311], [-0.122, -3.195, 2.405], [-0.254, 2.939, -1.228], [1.607, 3.323, -2.115], [-4.372, -3.806, -0.232], [-1.532, -3.709, 3.333], [3.887, -0.086, -3.565], [0.323, -0.445, 4.987], [1.291, 0.606, -4.275], [-3.672, -1.564, 4.022], [1.545, 0.048, -3.021], [-1.823, -0.504, -0.016], [0.450, 2.257, 1.107], [-0.705, -2.995, 3.308], [-2.308, 1.654, -0.087], [-2.572, -1.512, 5.403], [-0.683, 2.319, -0.171], [-4.415, -1.466, 0.016], [2.341, 1.947, -0.323], [1.785, 2.825, -0.002], [-1.771, -0.791, 1.796], [2.332, 0.799, -5.170], [-2.086, -3.222, -0.042], [4.898, -0.355, -3.289], [2.126, 1.210, -6.150]], "forces_ev_per_angstrom": [[0.0, 0.0, 0.0], [0.0, 0.0, 0.0], [0.0, 0.0, 0.0], [0.0, 0.0, 0.0], [0.0, 0.0, 0.0], [0.0, 0.0, 0.0], [0.1, 0.2, -0.1], [0.0, 0.0, 0.0], [-0.1, 0.1, -0.1], [-0.3, 0.1, -0.1], [0.0, 0.0, 0.0], [0.0, 0.0, 0.0], [0.3, 0.0, -0.2], [0.0, 0.0, 0.0], [0.0, 0.2, 0.0], [0.0, 0.0, 0.0], [0.0, 0.0, 0.0], [0.0, -0.1, 0.0], [0.0, 0.0, 0.0], [1.0, -0.2, 0.0], [0.0, 0.0, 0.1], [0.0, 0.2, -0.2], [0.0, 0.0, 0.0], [0.0, -0.1, 0.0], [0.0, 0.0, 0.0], [0.0, 0.0, 0.0], [0.0, 0.0, 0.0], [0.0, 0.1, 0.0], [0.0, 0.0, 0.0], [-0.1, -0.1, 0.2], [-0.3, -0.4, -0.8], [0.0, 0.0, 0.0], [0.0, -0.2, -0.1], [0.4, 0.6, 0.0], [0.0, 0.0, 0.0], [-0.3, 0.0, 0.0], [-0.8, -0.5, 0.2], [0.0, 0.0, 0.0], [0.0, 0.0, 0.0], [-0.2, -0.2, 1.3], [-0.1, 0.0, 0.0], [0.0, 0.3, -0.2], [0.0, 0.0, 0.0], [0.0, 0.0, 0.0]]}